Computed, not measured: 2 unconnected molecules or ions with the total composition C7H14F3N3O4P at a distorted geometry, with wB97M-V/def2-TZVPD.

Computed properties:
charge = +1
LUMO = -5.7 eV
orbital gap = 5.75 eV

Geometry as XYZ:
```
32
Properties=species:S:1:pos:R:3:nbo_charge:R:1
O -2.278 2.048 -0.730 -1.0331
P -1.149 1.423 -0.091 2.3501
O 0.235 1.589 -0.897 -0.9726
O -0.888 2.097 1.343 -0.9633
C -1.389 -0.359 0.152 -0.8249
C -0.394 -1.026 1.108 -0.2851
C -0.847 -1.492 2.437 0.3535
N 0.014 -2.305 2.906 -0.3153
C -0.117 -2.904 4.253 1.1069
F -0.310 -1.911 5.128 -0.2789
F -1.162 -3.731 4.259 -0.2722
F 1.017 -3.557 4.518 -0.2732
C 1.134 -2.603 1.979 -0.2291
C 0.488 -2.199 0.648 -0.3915
H 1.000 1.373 -0.360 0.4911
H 0.025 2.024 1.633 0.4905
H -1.384 -0.836 -0.813 0.2801
H -2.398 -0.441 0.523 0.2728
H 0.346 -0.276 1.395 0.2284
H -1.748 -1.217 2.951 0.2673
H 1.285 -3.667 2.011 0.2582
H 2.002 -2.008 2.198 0.2462
H -0.022 -3.010 0.160 0.2464
H 1.197 -1.776 -0.044 0.2481
C 0.722 3.493 -4.922 0.7718
O 0.844 4.408 -5.709 -0.6396
N 1.132 2.213 -5.213 -0.8576
N 0.165 3.655 -3.678 -0.8562
H 1.032 1.445 -4.580 0.3759
H 1.540 2.058 -6.115 0.4108
H -0.150 4.575 -3.438 0.4106
H 0.056 2.917 -3.011 0.3840
```



Computed, not measured: a molecular structure, C9H16AuN2PS at a distorted geometry, with wB97M-V/def2-TZVPD.

Computed properties:
LUMO (alpha / beta) = 0.5 / -1.0 eV
orbital gap (alpha / beta) = 4.87 / 6.23 eV
multiplicity = 3

Geometry as XYZ:
```
30
Properties=species:S:1:pos:R:3:lowdin_spin:R:1
C 1.698 2.273 0.398 0.1519
C 1.772 3.260 -0.902 0.1446
C 2.140 2.448 -2.030 0.0568
C 2.228 1.098 -1.572 0.3353
C 1.585 0.932 -0.220 0.0613
Au -0.002 2.257 -1.357 0.5001
P -2.011 2.487 0.604 0.1663
H 1.584 2.585 1.509 0.0045
H 1.835 4.380 -1.067 0.0086
H 2.417 2.818 -3.063 -0.0025
H 1.130 -0.078 -0.091 0.0038
H 2.653 0.349 -2.208 0.0177
H -3.360 2.270 -0.016 0.0046
H -2.078 3.831 1.048 0.0073
H -2.030 1.635 1.762 0.0325
S -2.154 0.359 -1.093 0.0563
C -1.293 -1.026 -0.388 0.2424
N -0.388 -0.813 0.596 0.0585
C -0.252 -1.804 1.651 0.0147
C 0.227 -3.063 0.943 0.0048
C -0.913 -3.502 0.175 0.0147
N -1.231 -2.318 -0.879 0.1008
H -0.254 0.224 0.788 0.0005
H -1.254 -1.875 2.167 0.0059
H 0.447 -1.401 2.432 0.0002
H 0.594 -3.765 1.694 0.0003
H 1.179 -2.866 0.444 0.0013
H -1.793 -3.716 0.794 0.0042
H -0.716 -4.368 -0.398 0.0001
H -1.759 -2.610 -1.722 0.0023
```



Computed, not measured: a molecular structure, C18H22Br4HfI2N12O3P at a distorted geometry, with wB97M-V/def2-TZVPD.

Computed properties:
charge = -1
LUMO = 1.6 eV
orbital gap = 4.69 eV

Geometry as XYZ:
```
63
Properties=species:S:1:pos:R:3:nbo_charge:R:1
Hf 0.717 -1.474 -0.434 1.8483
N 2.596 -0.346 2.628 -0.5861
C 2.506 0.424 1.507 0.4898
N 2.826 1.714 1.433 -0.3835
N 2.589 2.048 0.171 -0.1232
N 2.152 1.036 -0.492 -0.0752
N 2.101 -0.043 0.309 -0.5861
C 1.754 -1.430 2.774 0.4473
N 1.512 -2.047 3.924 -0.3757
N 0.654 -3.008 3.607 -0.0917
N 0.391 -2.989 2.353 -0.1289
N 1.079 -1.996 1.759 -0.5131
H 2.891 0.111 3.477 0.4223
I 2.858 -1.681 -2.571 0.1592
C 2.463 -0.267 -4.173 -1.0001
I -0.710 -0.376 -2.710 -0.4136
H 2.416 -0.858 -5.091 0.1497
H 3.338 0.388 -4.225 0.1478
Br -5.490 -4.374 0.340 0.0686
C -4.046 -3.167 0.458 -0.1699
C -4.171 -1.987 1.166 -0.1429
Br -5.821 -1.518 1.954 0.0668
C -3.082 -1.125 1.262 -0.1682
Br -3.192 0.426 2.344 0.0460
C -1.880 -1.373 0.612 0.2599
O -0.855 -0.560 0.641 -0.8194
C -1.761 -2.588 -0.134 0.3321
O -0.654 -2.841 -0.768 -0.8363
C -2.838 -3.462 -0.163 -0.1667
Br -2.579 -5.084 -1.093 0.0614
C -0.206 5.031 -0.056 -0.0498
N -0.397 4.424 -1.437 -0.3876
C -1.895 4.333 -1.689 -0.0469
N -2.550 3.624 -0.663 -0.4540
C -2.318 4.227 0.635 -0.0642
N -0.902 4.312 0.940 -0.4547
C -0.329 2.995 1.178 -0.5986
P -0.417 1.815 -0.284 0.9879
C 0.237 3.089 -1.518 -0.6201
C -2.219 2.209 -0.673 -0.5927
H -0.582 6.060 -0.102 0.1951
H 0.865 5.027 0.166 0.2294
H 0.028 5.032 -2.139 0.4146
H -2.046 3.823 -2.644 0.2274
H -2.277 5.360 -1.737 0.1946
H -2.808 3.621 1.398 0.2221
H -2.748 5.234 0.644 0.1857
H -0.859 2.538 2.017 0.2343
H 0.718 3.120 1.464 0.2429
H 0.098 2.676 -2.521 0.2642
H 1.309 3.183 -1.331 0.2671
H -2.855 1.718 0.061 0.2424
H -2.458 1.803 -1.659 0.2479
C 4.121 -4.558 -0.201 -0.2813
O 3.190 -3.466 -0.223 -0.4768
C 1.889 -3.595 -0.164 0.3591
C 1.283 -4.943 0.029 -0.8104
H 3.838 -5.330 -0.918 0.1946
H 4.185 -4.980 0.803 0.1957
H 5.078 -4.129 -0.493 0.2137
H 1.997 -5.751 0.202 0.2007
H 0.661 -5.185 -0.835 0.2874
H 0.603 -4.868 0.884 0.3121
```



Computed, not measured: 2 unconnected molecules or ions with the total composition C2H5ClN2O2 at a distorted geometry, with wB97M-V/def2-TZVPD.

Computed properties:
LUMO = 0.1 eV
orbital gap = 10.95 eV
SMILES string = C/C=N\[N+](=O)[O-].Cl

Geometry as XYZ:
```
12
Properties=species:S:1:pos:R:3:nbo_charge:R:1
C 0.750 -0.089 0.290 -0.6889
C 0.519 0.722 -0.921 0.2047
N -0.396 1.622 -1.130 -0.3101
N -0.930 2.343 -0.097 0.6032
O -0.318 3.394 0.165 -0.3722
O -1.968 2.029 0.441 -0.3858
H 0.457 0.456 1.160 0.2374
H -0.045 -0.798 -0.035 0.2722
H 1.625 -0.550 0.483 0.2384
H 1.198 0.483 -1.828 0.2120
Cl -3.158 -1.048 0.472 -0.3155
H -3.122 0.228 0.105 0.3045
```



Computed, not measured: a molecular structure, C31H24N3O2Pt, with wB97M-V/def2-TZVPD.

Computed properties:
charge = -1
LUMO (alpha / beta) = 2.6 / 2.3 eV
orbital gap (alpha / beta) = 4.69 / 6.95 eV
multiplicity = 3

Geometry as XYZ:
```
61
Properties=species:S:1:pos:R:3:lowdin_spin:R:1
Pt -0.690 0.546 -0.154 -0.0095
C 0.393 -2.568 -2.842 0.0574
C -0.838 -3.167 -3.091 -0.0020
C -1.991 -2.681 -2.502 0.0449
C -1.934 -1.574 -1.649 0.0186
C -0.683 -0.977 -1.411 0.0553
C 0.470 -1.469 -1.992 -0.0028
C -3.031 -0.974 -0.939 0.1913
C -4.375 -1.315 -1.013 0.0089
C -5.314 -0.650 -0.263 0.2096
C -4.900 0.392 0.632 0.0204
C -5.791 1.088 1.455 0.0452
C -5.360 2.091 2.305 0.0274
C -4.009 2.417 2.348 0.0464
C -3.103 1.743 1.550 0.0304
C -3.520 0.725 0.683 0.0257
N -2.612 0.059 -0.119 0.1578
H 1.293 -2.958 -3.301 0.0040
H -0.893 -4.030 -3.745 -0.0017
H -2.941 -3.167 -2.691 0.0023
H 1.426 -1.003 -1.792 -0.0012
H -4.673 -2.114 -1.681 -0.0053
H -6.365 -0.904 -0.332 0.0142
H -6.843 0.825 1.414 0.0008
H -6.068 2.609 2.939 0.0010
H -3.662 3.197 3.015 0.0027
H -2.051 1.997 1.603 -0.0002
C -0.849 -7.664 3.698 -0.0003
C -0.311 -6.436 4.387 -0.0001
C -0.484 -6.284 5.758 0.0061
C -0.001 -5.152 6.399 0.0000
C 0.652 -4.170 5.679 0.0054
C 0.853 -4.311 4.302 0.0030
N 1.467 -3.313 3.542 0.0307
C 2.364 -2.347 3.999 0.0935
C 3.189 -2.555 5.089 0.0112
C 4.098 -1.585 5.527 0.1757
C 4.197 -0.378 4.834 0.0016
C 3.420 -0.145 3.723 0.1373
C 2.475 -1.112 3.251 0.0523
C 1.695 -0.916 2.105 0.2216
O 2.037 0.406 1.455 0.0230
O 0.877 -1.613 1.498 0.2093
C 0.369 -5.461 3.651 0.0048
C 0.564 -5.643 2.167 0.0012
H -1.403 -8.286 4.400 0.0000
H -0.043 -8.267 3.272 -0.0001
H -1.517 -7.396 2.876 -0.0001
H -1.008 -7.049 6.321 0.0005
H -0.155 -5.025 7.464 -0.0001
H 0.996 -3.269 6.169 0.0006
H 0.983 -3.027 2.697 -0.0012
H 3.132 -3.503 5.609 -0.0036
H 4.715 -1.776 6.396 0.0144
H 4.898 0.380 5.165 -0.0049
H 3.525 0.779 3.175 0.0098
H 1.291 -4.936 1.776 0.0002
H -0.373 -5.497 1.621 0.0003
H 0.918 -6.652 1.943 0.0002
N 1.056 1.702 -0.333 0.0383
C 1.301 0.915 0.549 0.0280
```



Computed, not measured: a molecular structure, C4H2O2Yb at a distorted geometry, with wB97M-V/def2-TZVPD.

Computed properties:
LUMO = -0.9 eV
orbital gap = 6.51 eV

Geometry as XYZ:
```
9
Properties=species:S:1:pos:R:3:nbo_charge:R:1
H 1.294 -2.381 -0.114 0.2036
C 0.948 -1.350 0.002 0.1199
C -0.304 -0.931 -0.111 -0.3091
O 2.027 -0.576 0.287 -0.2421
O 1.794 0.799 0.471 -0.7198
Yb 0.167 1.990 0.301 1.6212
C -1.829 1.142 -0.216 -0.8520
C -1.228 -0.015 -0.128 -0.0477
H -2.868 1.321 -0.492 0.2260
```



| no. | DFT total energy (eV) |
| --- | --- |
| 1 | -37583.54997 |
| 2 | -36380.03543 |
| 3 | -350012.96119 |
| 4 | -21748.14760 |
| 5 | -44348.66535 |
| 6 | -39798.01147 |